ORCA calculation (wB97M-V/def2-TZVPD) on one molecule with the formula C3H4N3P in a non-equilibrium geometry.

```
! wB97M-V def2-TZVPD RIJCOSX def2/J DEFGRID3
* xyz 0 1
P 0.162 1.271 0.396
N 0.000 -0.673 2.513
N 1.500 -0.789 -0.675
N -2.711 1.460 0.452
C -1.594 1.476 0.494
C 0.058 0.078 1.646
C 0.256 -0.033 -0.880
H 0.067 0.346 -1.946
H 1.662 -1.529 -1.394
H 1.407 -1.086 0.227
H -0.808 -0.520 -0.834
*
```

## Properties
- energy above the lowest of the compared OMol25 structures with the same formula, charge and spin (kJ/mol) = 23.3
- structure (SMILES) = N#CP(C#N)CN
- frontier orbital gap (eV) = 10.5
- E_tot (eV) = -16932.7903
- HOMO level (eV) = -10.23
- E_LUMO (eV) = 0.28